This record from the Open Molecules 2025 dataset describes C34H37IrN2O8Te as an isolated structure. The level of theory is ωB97M-V/def2-TZVPD.

Calculated values
LUMO level (alpha / beta) (Ha): 0.08237 / 0.08222
Frontier orbital gap (alpha / beta) (eV): 7.4 / 7.2
Net charge: -1
2S+1: 2
HOMO (alpha / beta) (hartree): -0.189 / -0.181

```
83
C34H37IrN2O8Te, DFT ωB97M-V/def2-TZVPD
Ir -0.458 -0.377 -0.319
O -0.349 -2.931 2.556
C 0.313 -2.321 1.737
O 0.021 -2.233 0.470
C 1.646 -1.701 2.168
C 2.715 -1.757 1.064
C 4.112 -1.570 1.675
C 4.111 -0.049 1.971
C 2.705 0.340 1.497
O 2.525 -0.520 0.360
C 1.663 -0.178 2.511
C 0.383 0.665 2.472
O 0.214 1.467 3.380
O -0.421 0.572 1.469
H 1.953 -2.265 3.049
H 2.607 -2.592 0.377
H 4.883 -1.831 0.949
H 4.258 -2.184 2.564
H 4.868 0.471 1.383
H 4.269 0.189 3.022
H 2.576 1.379 1.203
H 2.037 -0.040 3.524
N -0.032 -1.511 -2.062
C 0.202 -1.090 -3.466
C -1.050 -0.963 -4.323
C -2.047 0.052 -3.788
O -2.189 1.120 -4.376
O -2.642 -0.305 -2.705
H 0.820 -1.931 -1.697
H -0.722 -2.260 -2.058
H 0.846 -1.840 -3.936
H 0.751 -0.148 -3.454
H -1.536 -1.939 -4.420
H -0.739 -0.635 -5.314
C -7.930 -1.820 1.155
C -6.780 -1.092 0.514
C -5.512 -1.641 0.465
C -4.429 -0.980 -0.114
C -3.125 -1.726 -0.106
C -4.617 0.299 -0.647
Te -3.157 1.670 -1.511
N -1.164 1.359 -1.126
C -0.638 2.561 -1.359
O -1.350 3.534 -1.690
C 0.850 2.782 -1.298
C 1.283 4.095 -1.122
C 2.634 4.396 -1.120
C 3.574 3.391 -1.319
C 3.151 2.084 -1.503
C 1.795 1.781 -1.482
C -3.500 3.000 0.157
C -3.777 4.303 -0.258
C -4.162 5.282 0.641
C -4.264 4.959 1.987
C -3.964 3.677 2.408
C -3.568 2.676 1.514
C -3.218 1.338 2.092
C -5.911 0.853 -0.660
C -6.295 2.180 -1.277
C -6.960 0.148 -0.078
H -7.605 -2.768 1.582
H -8.717 -2.029 0.427
H -8.374 -1.223 1.954
H -5.340 -2.624 0.890
H -3.310 -2.798 -0.174
H -2.559 -1.560 0.814
H -2.516 -1.439 -0.963
H 0.536 4.866 -0.993
H 2.957 5.418 -0.967
H 4.631 3.627 -1.327
H 3.871 1.289 -1.648
H 1.473 0.755 -1.583
H -3.677 4.553 -1.309
H -4.374 6.286 0.296
H -4.561 5.710 2.709
H -4.013 3.432 3.464
H -2.407 1.453 2.812
H -2.861 0.645 1.341
H -4.081 0.893 2.595
H -5.658 2.489 -2.105
H -6.276 2.976 -0.531
H -7.310 2.106 -1.668
H -7.952 0.590 -0.101
```

---

This record from the Open Molecules 2025 dataset describes C23H37BaO2 as an isolated structure. The level of theory is ωB97M-V/def2-TZVPD.

Calculated values
LUMO level (Ha): 0.06637
Frontier orbital gap (eV): 3.2
Net charge: -1
HOMO (hartree): -0.053

```
63
C23H37BaO2, DFT ωB97M-V/def2-TZVPD
O 0.513 0.338 -7.917
C 0.355 1.636 -8.564
C 0.115 1.035 -9.945
H 1.274 2.226 -8.486
H -0.502 2.182 -8.157
C 0.322 -0.317 -9.203
H 0.890 1.261 -10.676
H -0.892 1.177 -10.332
C 1.567 -1.055 -9.656
H 2.437 -0.388 -9.676
H 1.408 -1.452 -10.667
H 1.772 -1.897 -8.984
C -0.893 -1.223 -9.214
H -1.797 -0.686 -8.904
H -0.729 -2.078 -8.546
H -1.050 -1.609 -10.230
Ba 0.292 0.509 -0.087
C -2.275 -0.374 1.328
C -2.292 1.033 1.564
C -2.575 1.683 0.323
H -2.193 1.522 2.534
C -2.710 0.678 -0.683
C -2.544 -0.594 -0.054
H -2.666 -1.569 -0.538
H -2.143 -1.148 2.090
H -2.722 2.751 0.182
H -2.962 0.850 -1.732
C 1.423 -1.810 1.632
C 0.535 -2.435 0.706
C 1.118 -2.349 -0.593
H -0.404 -2.929 0.958
C 2.368 -1.676 -0.469
C 2.563 -1.356 0.903
H 3.453 -0.895 1.339
H 1.294 -1.774 2.718
H 0.702 -2.767 -1.512
H 3.074 -1.486 -1.283
O 0.489 0.599 -2.681
C -0.027 -0.279 -3.735
C -0.338 0.629 -4.928
H -0.909 -0.810 -3.335
H 0.749 -1.018 -3.982
C 0.501 1.890 -4.706
H -1.403 0.897 -4.879
H -0.132 0.161 -5.894
C 0.591 1.986 -3.185
H 0.048 2.783 -5.137
H 1.494 1.750 -5.146
H -0.277 2.544 -2.785
H 1.521 2.434 -2.805
C 0.413 2.692 4.420
C 1.779 2.564 3.721
C 2.737 1.561 4.389
C 1.547 2.059 2.364
H -0.136 1.740 4.424
H -0.210 3.414 3.875
H 0.528 3.035 5.453
H 2.262 3.556 3.723
H 2.313 0.549 4.397
H 3.677 1.506 3.825
H 2.974 1.840 5.419
H 2.216 2.340 1.550
H 1.041 1.086 2.366
```

---

This record from the Open Molecules 2025 dataset describes a 2-piece molecular cluster, C5H12NO3 overall. The level of theory is ωB97M-V/def2-TZVPD.

Calculated values
LUMO level (Ha): 0.13256
Frontier orbital gap (eV): 8.2
Net charge: -1
HOMO (hartree): -0.169

```
21
C5H12NO3, DFT ωB97M-V/def2-TZVPD
C -0.022 0.490 0.117
C 1.011 -0.509 0.719
C 0.553 -1.944 0.557
C 1.282 -0.033 2.177
N 0.195 0.934 -1.246
C -0.466 0.301 -2.392
O -1.135 -0.725 -2.126
O -0.225 0.911 -3.449
H -0.191 1.313 0.822
H -0.974 -0.055 0.116
H 1.962 -0.386 0.198
H -0.054 -2.434 1.345
H 1.452 -2.565 0.438
H -0.200 -2.081 -0.226
H 1.694 -0.815 2.825
H 0.525 0.483 2.769
H 2.032 0.770 2.053
H 0.490 1.894 -1.297
H -2.510 2.214 -0.944
H -2.406 0.856 -1.517
O -3.013 1.381 -0.937
```

---

This record from the Open Molecules 2025 dataset describes an isolated ion of composition C9H14N3S and charge +1. The level of theory is ωB97M-V/def2-TZVPD.

Calculated values
LUMO level (Ha): -0.10962
Frontier orbital gap (eV): 9.7
Net charge: +1
SMILES: N[C@@H]1N[NH2+][C@H](c2ccccc2)[C@H]1S
HOMO (hartree): -0.467

```
27
C9H14N3S, DFT ωB97M-V/def2-TZVPD
N 3.400 0.455 1.096
C 2.493 0.366 0.061
N 1.775 1.656 -0.541
N 0.765 1.051 -1.375
C 0.320 -0.399 -0.819
C -1.082 -0.228 -0.318
C -2.004 -1.180 -0.777
C -3.334 -1.152 -0.333
C -3.730 -0.092 0.463
C -2.820 0.840 0.953
C -1.479 0.727 0.550
C 1.394 -0.682 0.309
S 1.939 -2.383 -0.021
H 4.354 0.745 0.760
H 3.214 0.700 2.080
H 3.017 0.121 -0.775
H 1.230 2.170 0.129
H 1.301 0.939 -2.300
H 0.041 1.787 -1.528
H 0.549 -1.096 -1.537
H -1.758 -1.903 -1.570
H -4.095 -1.879 -0.553
H -4.659 -0.347 0.916
H -2.981 1.637 1.629
H -0.935 1.584 0.996
H 1.011 -0.479 1.318
H 2.070 -2.961 1.188
```

---

This record from the Open Molecules 2025 dataset describes an isolated ion of composition C3H5ClNO and charge +1. The level of theory is ωB97M-V/def2-TZVPD.

Calculated values
LUMO level (Ha): -0.18962
Frontier orbital gap (eV): 11.7
Net charge: +1
SMILES: C=[N+](C)C(=O)Cl
HOMO (hartree): -0.621

```
11
C3H5ClNO, DFT ωB97M-V/def2-TZVPD
C 0.886 0.997 -1.098
N 0.853 -0.017 -0.410
C -0.276 -0.884 -0.096
C 2.351 -0.551 0.311
O 2.245 -1.547 0.838
Cl 3.451 0.614 0.160
H 0.003 1.223 -1.623
H 1.792 1.505 -1.252
H -0.978 -0.268 0.485
H 0.216 -1.645 0.479
H -0.811 -1.387 -0.993
```

---

This record from the Open Molecules 2025 dataset describes C29H21CsF3N6O5S as an isolated structure. The level of theory is ωB97M-V/def2-TZVPD.

Calculated values
LUMO level (Ha): 0.04859
Frontier orbital gap (eV): 5.5
Net charge: -1
HOMO (hartree): -0.154

```
66
C29H21CsF3N6O5S, DFT ωB97M-V/def2-TZVPD
Cs 0.005 0.153 0.587
C -10.205 -2.560 -3.699
O -9.498 -2.529 -2.482
C -8.503 -3.456 -2.319
C -8.188 -4.441 -3.240
C -7.158 -5.340 -2.963
C -6.420 -5.243 -1.798
C -6.763 -4.258 -0.866
C -7.790 -3.378 -1.121
N -5.452 -6.251 -1.484
N -4.276 -5.963 -1.162
C -3.691 -4.700 -1.265
C -4.003 -3.711 -2.201
C -3.295 -2.536 -2.308
C -2.204 -2.216 -1.452
O -1.570 -1.139 -1.524
C -1.852 -3.255 -0.466
N -0.829 -2.971 0.375
C -0.452 -3.877 1.248
C -1.055 -5.143 1.339
C -2.109 -5.435 0.520
C -2.558 -4.477 -0.417
H -10.923 -1.744 -3.657
H -10.742 -3.505 -3.829
H -9.539 -2.409 -4.554
H -8.733 -4.534 -4.169
H -6.915 -6.123 -3.671
H -6.200 -4.185 0.056
H -8.057 -2.611 -0.406
H -4.809 -3.881 -2.902
H -3.551 -1.809 -3.069
H 0.361 -3.606 1.914
H -0.691 -5.864 2.060
H -2.615 -6.389 0.569
F 2.294 -0.849 5.415
C 1.208 -0.231 4.934
F 0.562 0.321 5.968
F 0.404 -1.179 4.416
S 1.642 1.020 3.654
O 2.513 1.938 4.341
O 0.336 1.552 3.299
O 2.281 0.204 2.634
N 1.171 8.132 -1.658
C 1.717 9.259 -2.232
C 1.357 10.602 -2.201
C 2.155 11.474 -2.915
C 3.274 11.024 -3.636
C 3.624 9.689 -3.660
C 2.831 8.793 -2.944
N 2.951 7.422 -2.799
C 1.955 7.071 -2.035
C 1.673 5.690 -1.616
C 0.518 5.339 -0.927
C 0.321 4.011 -0.586
N 1.179 3.041 -0.881
C 2.290 3.386 -1.531
C 2.580 4.682 -1.921
H 0.370 8.096 -1.055
H 0.497 10.952 -1.646
H 1.914 12.529 -2.920
H 3.870 11.743 -4.182
H 4.484 9.336 -4.212
H -0.237 6.066 -0.657
H -0.574 3.719 -0.048
H 2.981 2.582 -1.753
H 3.490 4.920 -2.452
```

---

For the records above, the corresponding M values read 921.49, 482.87, 134.15, 196.30, 106.53, 755.49 Da.
For the records above, the corresponding ΔE to the lowest compared entry with this formula, charge and spin values read 25.36, 0.00, 22.98, 20.66, 0.00, 8.66 kcal per mole.